No. 1
Formula: C3H10O
Source: the OMol25 dataset
Level of theory: the ωB97M-V functional and the def2-TZVPD basis

Last columns: bonded neighbours and bond lengths (Å).
Atoms and positions in Å:
1 C -0.45458 0.11212 -0.31841  C2 1.511, H4 1.109, H5 1.030, H6 1.138
2 C -0.03323 -1.33190 -0.17230  C1 1.511, C3 1.523, H7 1.123, H8 1.103
3 C 0.92951 -1.28204 1.00696  C2 1.523, H9 1.098, H10 1.147, H11 1.119
4 H -0.84916 0.52320 0.63356  C1 1.109
5 H -1.04377 0.23685 -1.15403  C1 1.030
6 H 0.47764 0.74212 -0.48753  C1 1.138
7 H 0.47446 -1.76299 -1.07665  C2 1.123
8 H -0.99817 -1.78595 0.10858  C2 1.103
9 H 2.00295 -1.17472 0.80411  C3 1.098
10 H 0.79469 -0.34969 1.66165  C3 1.147
11 H 0.79871 -2.20054 1.63228  C3 1.119
12 H 0.08238 3.04941 -0.95209  O14 0.861
13 H -1.42024 2.33129 -0.80271  O14 0.870
14 O -0.76118 2.89286 -0.88340  H12 0.861, H13 0.870

As for the multiplicity: 1. For the lowest unoccupied orbital energy, the calculation gives 1.010 eV. Its structure (SMILES) is CCC.O.

No. 2
Formula: C3H10O2
Source: the OMol25 dataset
Level of theory: the ωB97M-V functional and the def2-TZVPD basis

Last columns: bonded neighbours and bond lengths (Å).
Atoms and positions in Å:
1 C -1.39713 0.70496 -0.98726  C2 1.535, H4 1.093, H5 1.099, H6 1.097
2 C -1.29375 2.11376 -0.38672  C1 1.535, C3 1.337, H7 1.078
3 C -2.30000 2.97944 -0.54423  C2 1.337, H8 1.080, H9 1.077
4 H -0.83166 0.65516 -1.92167  C1 1.093
5 H -0.82056 0.03675 -0.33253  C1 1.099
6 H -2.40693 0.36714 -1.24902  C1 1.097
7 H -0.37700 2.37522 0.11637  C2 1.078
8 H -2.21371 3.97181 -0.12607  C3 1.080
9 H -3.22059 2.57582 -0.93029  C3 1.077
10 H 2.56601 -0.70471 2.06059  O12 0.961
11 H 1.88663 -0.57054 3.62211  O12 0.960
12 O 1.95951 -0.32036 2.69865  H10 0.961, H11 0.960
13 H 1.41421 -3.46058 -1.46923  O15 0.950
14 H 1.63276 -4.85717 -0.74952  O15 0.949
15 O 2.04053 -4.09588 -1.14191  H13 0.950, H14 0.949

As for the multiplicity: 1. For the lowest unoccupied orbital energy, the calculation gives 0.630 eV. Its structure (SMILES) is C=CC.O.O.

No. 3
Formula: C3H10O2
Source: the OMol25 dataset
Level of theory: the ωB97M-V functional and the def2-TZVPD basis

Last columns: bonded neighbours and bond lengths (Å).
Atoms and positions in Å:
1 C 6.59102 0.07419 -0.73724  O2 1.417, H3 1.083, H4 1.102, H5 1.083
2 O 6.57431 -1.32097 -0.98684  C1 1.417, H6 0.966
3 H 6.93263 0.56217 -1.64177  C1 1.083
4 H 5.58194 0.44499 -0.49497  C1 1.102
5 H 7.22594 0.29718 0.11117  C1 1.083
6 H 5.69937 -1.70286 -0.83712  O2 0.966
7 C -4.30543 -0.20842 0.90660  O8 1.426, C9 1.516, H10 1.094, H11 1.093
8 O -3.01744 -0.69000 0.52905  C7 1.426, H12 0.966
9 C -4.64322 1.04664 0.12658  C7 1.516, H13 1.093, H14 1.098, H15 1.094
10 H -5.08022 -0.96153 0.73668  C7 1.094
11 H -4.36964 -0.05247 1.98638  C7 1.093
12 H -3.03448 -1.65613 0.53819  O8 0.966
13 H -5.31875 0.86177 -0.71311  C9 1.093
14 H -5.10826 1.81741 0.75461  C9 1.098
15 H -3.72776 1.48802 -0.27822  C9 1.094

As for the multiplicity: 1. For the lowest unoccupied orbital energy, the calculation gives 0.967 eV. Its structure (SMILES) is CCO.CO.

No. 4
Formula: C3H10O2
Source: the OMol25 dataset
Level of theory: the ωB97M-V functional and the def2-TZVPD basis

Last columns: bonded neighbours and bond lengths (Å).
Atoms and positions in Å:
1 C 4.55870 -1.68044 -0.97746  O2 1.452, H3 1.096, H4 1.089, H5 1.084
2 O 5.47705 -2.75463 -0.64343  C1 1.452, H6 0.975
3 H 5.21727 -0.80479 -0.94614  C1 1.096
4 H 4.04732 -1.65838 -1.93843  C1 1.089
5 H 3.86355 -1.57569 -0.15222  C1 1.084
6 H 5.95991 -2.88871 -1.48029  O2 0.975
7 C -3.01592 0.72009 0.29953  O8 1.414, C9 1.523, H10 1.094, H11 1.101
8 O -3.83616 0.96476 -0.82601  C7 1.414, H12 0.967
9 C -3.17438 1.70962 1.44632  C7 1.523, H13 1.092, H14 1.087, H15 1.089
10 H -3.06633 -0.32991 0.60239  C7 1.094
11 H -1.97014 0.79335 -0.03727  C7 1.101
12 H -4.46426 1.66403 -0.59971  O8 0.967
13 H -3.81673 1.33941 2.24869  C9 1.092
14 H -2.19805 1.84335 1.90403  C9 1.087
15 H -3.58183 2.65792 1.10000  C9 1.089

As for the multiplicity: 1. For the lowest unoccupied orbital energy, the calculation gives 0.951 eV. Its structure (SMILES) is CCO.CO.

No. 5
Formula: C3H10O2
Source: the OMol25 dataset
Level of theory: the ωB97M-V functional and the def2-TZVPD basis

Last columns: bonded neighbours and bond lengths (Å).
Atoms and positions in Å:
1 C -1.81371 -0.07664 1.63649  O2 1.402, H3 1.104, H4 1.170, H5 1.111
2 O -2.49208 -1.01476 0.84545  C1 1.402, H6 0.974
3 H -2.15894 0.96685 1.53556  C1 1.104
4 H -1.87722 -0.32007 2.77915  C1 1.170
5 H -0.72038 -0.08865 1.43942  C1 1.111
6 H -2.03155 -0.98238 -0.01216  O2 0.974
7 C 1.54139 0.36583 -0.34847  O8 1.410, C9 1.540, H10 1.116, H11 1.100
8 O 2.82175 0.04245 -0.84158  C7 1.410, H12 0.994
9 C 0.41589 0.19632 -1.38647  C7 1.540, H13 1.099, H14 1.095, H15 1.095
10 H 1.38090 -0.19173 0.60513  C7 1.116
11 H 1.70686 1.44067 -0.18255  C7 1.100
12 H 2.70043 -0.83874 -1.28519  O8 0.994
13 H 0.28789 -0.88422 -1.54415  C9 1.099
14 H -0.45906 0.67144 -0.93084  C9 1.095
15 H 0.69782 0.71364 -2.30979  C9 1.095

As for the multiplicity: 2. For the lowest unoccupied orbital energy (spin up / spin down), the calculation gives -3.607 / -10.776 eV. The total charge is +1.

No. 6
Formula: C3H10O2S2
Source: the OMol25 dataset
Level of theory: the ωB97M-V functional and the def2-TZVPD basis

Last columns: bonded neighbours and bond lengths (Å).
Atoms and positions in Å:
1 C 0.15481 0.19163 -1.30535  C2 1.525, C4 1.549, H7 1.088, H8 1.076
2 C -1.04048 0.33270 -2.24245  C1 1.525, O3 1.422, H9 1.109, H10 1.119
3 O -2.12196 1.08364 -1.70471  C2 1.422, H11 0.963
4 C -0.28750 0.10789 0.17631  C1 1.549, S5 1.790, H12 1.118, H13 1.130
5 S 0.83900 -0.93345 1.09828  C4 1.790, S6 2.018
6 S 2.75495 -0.56475 0.58316  S5 2.018, H14 1.319
7 H 0.74306 1.10303 -1.38521  C1 1.088
8 H 0.63548 -0.70528 -1.65548  C1 1.076
9 H -0.70418 0.72289 -3.22449  C2 1.109
10 H -1.52387 -0.63408 -2.53335  C2 1.119
11 H -1.88607 1.64683 -0.95956  O3 0.963
12 H -1.31250 -0.33825 0.15776  C4 1.118
13 H -0.48511 1.13945 0.59199  C4 1.130
14 H 3.04467 0.10688 1.68097  S6 1.319
15 H -3.32249 0.65733 2.32377  O17 0.962
16 H -3.88745 0.39769 0.91673  O17 0.963
17 O -3.23108 0.91070 1.40001  H15 0.962, H16 0.963

As for the multiplicity: 1. For the lowest unoccupied orbital energy, the calculation gives 0.521 eV. Its structure (SMILES) is OCCCSS.O.

| no. | E_tot (eV) | M (g mol⁻¹) |
| --- | --- | --- |
| 1 | -5318.5923 | 62.1 |
| 2 | -7366.8249 | 78.1 |
| 3 | -7367.0838 | 78.1 |
| 4 | -7366.8691 | 78.1 |
| 5 | -7356.3278 | 78.1 |
| 6 | -29037.9608 | 142.2 |